7 unconnected molecules or ions with the total composition C24H26FO12 in a non-equilibrium geometry. Source: the Open Molecules 2025 dataset; level of theory: ωB97M-V/def2-TZVPD.

```
63
Properties=species:S:1:pos:R:3:mulliken_charge:R:1
O -0.03 9.13 6.50 -1.1275
H 0.14 8.81 7.38 0.6159
H 0.70 9.60 6.10 0.6108
H -0.41 8.46 5.91 0.4869
O 0.10 3.62 0.47 -0.4070
H -0.36 2.98 -0.07 0.4537
H 0.58 4.29 -0.02 0.4612
H -0.47 4.11 1.08 0.4650
C 4.35 4.36 -7.26 -0.4663
C 5.63 4.72 -7.41 0.3727
C 6.57 5.06 -6.25 0.3208
O 7.86 4.99 -6.27 -0.7382
C 6.10 5.24 -5.04 -0.3898
C 4.67 5.04 -4.74 0.4109
C 3.76 4.39 -5.94 0.4381
O 2.49 4.14 -5.82 -0.7812
O 4.16 5.29 -3.65 -0.6939
O 6.09 4.52 -8.59 -0.7273
H 3.78 4.08 -8.13 0.4035
H 6.80 5.12 -4.23 0.2550
F -2.20 6.31 3.49 -0.9628
C 4.25 -2.22 -3.47 -0.3155
C 5.46 -2.65 -2.92 -0.6256
C 5.81 -3.97 -2.94 0.7512
C 4.96 -4.90 -3.64 -0.6058
C 3.72 -4.45 -4.10 -0.3883
C 3.31 -3.09 -3.98 0.2401
O 2.17 -2.56 -4.43 -0.5825
O 6.95 -4.39 -2.38 -0.5206
H 3.79 -1.27 -3.24 0.3676
H 6.22 -1.92 -2.64 0.3750
H 5.10 -5.97 -3.52 0.2718
H 3.15 -5.17 -4.66 0.3693
H 2.30 -1.80 -5.01 0.3585
H 7.17 -5.30 -2.59 0.3049
C -0.38 -4.41 4.26 -0.2735
C -0.13 -5.16 5.42 -0.5766
C 0.56 -6.34 5.31 0.5775
C 0.97 -6.84 4.02 -0.6626
C 0.68 -6.03 2.91 -0.2042
C 0.05 -4.84 2.96 0.2930
O -0.14 -4.10 1.82 -0.5572
O 0.87 -7.05 6.40 -0.5421
H -0.86 -3.46 4.47 0.3586
H -0.05 -4.64 6.36 0.3044
H 1.37 -7.84 3.92 0.3457
H 1.01 -6.48 1.99 0.2967
H 0.43 -4.19 1.06 0.3152
H 1.73 -7.48 6.42 0.3248
C -8.41 0.04 2.11 -0.3465
C -9.63 -0.37 2.52 -0.4658
C -10.63 0.56 2.75 0.2857
C -10.37 1.94 2.66 -0.3904
C -9.08 2.39 2.18 -0.5791
C -8.10 1.39 1.99 0.4109
O -6.77 1.76 1.77 -0.5375
O -11.92 0.23 3.17 -0.5260
H -7.69 -0.72 1.84 0.3745
H -9.80 -1.43 2.63 0.3710
H -11.16 2.65 2.86 0.3801
H -8.88 3.45 2.07 0.3809
H -6.59 2.60 2.20 0.3190
H -11.69 -0.25 3.97 0.3232
```

E_HOMO, eV: -2.01
Net charge: -1
M, g mol⁻¹: 525.46
Kohn-Sham gap, eV: 0.99

---

A molecular structure, C14H14BrHfNO2 in a non-equilibrium geometry. Source: the Open Molecules 2025 dataset; level of theory: ωB97M-V/def2-TZVPD.

```
33
Properties=species:S:1:pos:R:3:mulliken_charge:R:1
C -1.20 -0.85 -1.63 -0.4178
C -1.35 -1.41 -0.32 -0.4531
C -1.74 -0.37 0.57 -0.3573
H -1.21 -2.46 -0.09 0.4458
C -1.71 0.87 -0.11 -0.7897
C -1.37 0.63 -1.49 -0.3686
H -1.70 1.32 -2.30 0.4955
H -1.29 -1.45 -2.54 0.5487
H -2.04 -0.51 1.60 0.5511
H -1.95 1.85 0.30 0.4173
Hf 0.91 -0.11 -1.27 1.1523
Br 2.06 -2.46 -1.15 -0.4893
C 2.13 0.71 -2.89 -0.6352
C 0.92 1.49 -3.09 -0.3743
C 0.00 0.66 -3.83 -0.1542
H 0.89 2.58 -3.06 0.4659
C 0.53 -0.64 -3.94 -0.8536
C 1.85 -0.63 -3.38 -0.7421
H 2.61 -1.38 -3.60 0.6721
H 3.11 1.10 -2.60 0.6114
H -0.90 1.02 -4.38 0.5170
H 0.07 -1.46 -4.49 0.5383
O 1.64 1.04 0.59 -0.9534
C 1.48 0.11 1.48 0.4872
C 1.77 0.14 2.98 -0.5691
C 1.53 -1.29 3.40 -0.4118
C 0.85 -1.95 2.19 0.0216
O 0.21 -2.99 2.16 -0.6032
N 1.01 -1.06 1.10 0.1015
H 2.79 0.46 3.21 0.3117
H 1.08 0.80 3.53 0.2548
H 2.47 -1.84 3.57 0.2452
H 0.91 -1.44 4.29 0.3353
```

E_HOMO, eV: -8.07
Energy relative to the best compared isomer or geometry (same formula, charge and spin), kJ/mol: 0.0
M, g mol⁻¹: 486.66
Kohn-Sham gap, eV: 7.99

---

A molecular structure, C43H42MnN2O4PS2Te in a non-equilibrium geometry. Source: the Open Molecules 2025 dataset; level of theory: ωB97M-V/def2-TZVPD.

```
96
Properties=species:S:1:pos:R:3:mulliken_charge:R:1
Mn -0.24 -0.06 -0.68 0.1092
O 1.23 -4.07 -1.53 -0.7828
S 0.35 -3.59 -0.49 1.3398
O 0.49 -4.20 0.81 -0.7535
O 0.35 -2.10 -0.41 0.3784
C -1.29 -4.06 -1.07 0.4789
C -1.38 -5.42 -1.34 -0.9957
C -2.57 -5.97 -1.79 -0.7946
C -3.67 -5.14 -1.97 -0.7055
C -3.58 -3.79 -1.72 -0.7430
C -2.39 -3.21 -1.25 0.1989
P -2.31 -1.41 -0.88 1.8043
C -3.67 -0.72 -1.89 0.2296
C -3.28 -0.08 -3.07 -0.2511
C -4.24 0.47 -3.92 -0.7900
C -5.58 0.39 -3.59 -0.6339
C -5.97 -0.23 -2.41 -0.7518
C -5.02 -0.78 -1.56 -0.5540
C -3.06 -1.37 0.79 0.3924
C -3.28 -2.49 1.58 -0.6020
C -3.89 -2.36 2.82 -0.7576
C -4.30 -1.11 3.28 -0.7030
C -4.05 0.02 2.50 -0.6406
C -3.42 -0.11 1.28 -0.1388
H -0.50 -6.03 -1.19 0.4686
H -2.64 -7.03 -2.00 0.3631
H -4.61 -5.56 -2.32 0.4068
H -4.44 -3.16 -1.89 0.3369
H -2.23 0.00 -3.30 0.3394
H -3.93 0.97 -4.83 0.4316
H -6.33 0.82 -4.25 0.3930
H -7.02 -0.28 -2.15 0.4206
H -5.33 -1.23 -0.63 0.4907
H -2.96 -3.47 1.25 0.4317
H -4.06 -3.23 3.44 0.4006
H -4.80 -1.01 4.23 0.3856
H -4.34 1.00 2.86 0.4106
H -3.20 0.77 0.67 0.3463
N -1.46 2.56 -1.49 -0.4217
C -0.91 1.58 -1.15 0.5902
H -1.39 3.56 -1.54 0.3343
C 2.04 -0.95 -4.66 -1.0026
S 1.20 -1.57 -3.20 0.5923
C -0.14 -2.40 -4.07 -0.8437
O 0.53 -0.30 -2.65 -0.6798
H 1.33 -0.52 -5.36 0.3517
H 2.58 -1.79 -5.12 0.4399
H 2.75 -0.20 -4.33 0.2084
H 0.26 -3.25 -4.61 0.4508
H -0.61 -1.68 -4.74 0.4333
H -0.86 -2.75 -3.32 -0.0204
C 8.21 3.07 0.73 -1.5040
C 6.98 2.26 0.44 0.7408
C 6.84 1.56 -0.75 -0.9640
C 5.72 0.78 -1.01 0.8724
C 5.63 0.06 -2.34 -1.5662
C 4.69 0.69 -0.06 -0.0424
Te 3.02 -0.58 -0.40 0.2707
C 4.81 1.41 1.14 1.1001
C 3.76 1.39 2.24 -1.2678
C 5.95 2.18 1.37 -0.9325
H 8.92 3.02 -0.10 0.3486
H 8.72 2.70 1.63 0.3354
H 7.96 4.11 0.91 0.3385
H 7.63 1.61 -1.49 0.2383
H 6.59 0.10 -2.86 0.3835
H 4.89 0.54 -2.98 0.1974
H 5.34 -0.98 -2.21 0.3702
H 2.92 0.75 1.99 -0.3897
H 3.38 2.40 2.41 0.3533
H 4.20 1.04 3.17 0.5419
H 6.04 2.72 2.31 0.4319
N -0.20 0.39 1.09 -0.1898
C -0.19 1.31 1.95 0.1228
C -0.30 0.99 3.41 0.6035
C 0.04 1.93 4.39 -0.4570
C -0.11 1.62 5.73 -0.9079
C -0.61 0.38 6.11 -0.4585
C -0.92 -0.56 5.14 -0.8574
C -0.77 -0.26 3.80 -0.2078
C -0.12 2.75 1.54 0.0866
C -1.10 3.66 1.91 -0.1215
C -1.08 4.96 1.42 -0.8435
C -0.04 5.37 0.59 -0.6029
C 0.96 4.47 0.23 -0.9723
C 0.91 3.17 0.70 0.0438
H 0.44 2.89 4.10 0.4500
H 0.15 2.36 6.49 0.4100
H -0.74 0.15 7.16 0.4050
H -1.30 -1.53 5.44 0.4511
H -1.01 -0.98 3.03 0.4438
H -1.91 3.34 2.56 0.5349
H -1.87 5.65 1.68 0.4060
H -0.01 6.39 0.22 0.3836
H 1.77 4.79 -0.40 0.4278
H 1.67 2.45 0.39 0.6018
```

E_HOMO (alpha / beta), eV: -7.19 / -7.10
M, g mol⁻¹: 928.46
2S+1: 5
Expectation value of S²: 6.123
Kohn-Sham gap (alpha / beta), eV: 7.49 / 5.60

---

A gas-phase ion, C5H9NO2 (charge -1) in a non-equilibrium geometry. Source: the Open Molecules 2025 dataset; level of theory: ωB97M-V/def2-TZVPD.

```
17
Properties=species:S:1:pos:R:3:mulliken_charge:R:1
O -1.40 2.54 0.79 -0.6897
C -1.20 1.35 0.61 0.5525
N 0.00 0.79 0.96 -0.1021
C 0.46 -0.57 0.68 -0.5955
C 1.73 -0.62 -0.16 -0.5310
C 1.57 -0.90 -1.63 -0.4274
O 2.52 -1.50 -2.27 -0.7217
C -2.25 0.46 0.01 -1.0500
H 0.45 1.32 1.69 0.2488
H 0.70 -1.06 1.63 0.2364
H -0.31 -1.12 0.16 0.3737
H 2.28 0.33 0.01 0.2408
H 2.40 -1.40 0.22 0.2169
H 0.76 -0.42 -2.22 0.2732
H -3.22 0.85 0.32 0.3374
H -2.30 0.55 -1.07 0.2509
H -2.19 -0.59 0.26 0.3866
```

E_HOMO (alpha / beta), eV: 0.20 / -3.27
Energy relative to the best compared isomer or geometry (same formula, charge and spin), kJ/mol: 65.0
Net charge: -1
M, g mol⁻¹: 115.13
2S+1: 2
Expectation value of S²: 0.754
Kohn-Sham gap (alpha / beta), eV: 3.45 / 6.84

---

A single C2H6N4S molecule in a non-equilibrium geometry. Source: the Open Molecules 2025 dataset; level of theory: ωB97M-V/def2-TZVPD.

```
13
Properties=species:S:1:pos:R:3:mulliken_charge:R:1
H 2.12 -1.27 1.12 0.2837
N 2.45 -0.59 0.29 -0.7256
C 1.35 0.11 -0.07 0.4366
N 1.15 1.38 -0.65 -0.4559
S -0.03 -1.04 -0.13 -0.2117
C -1.28 0.08 0.36 0.6924
N -2.48 -0.24 -0.31 -0.5338
N -0.96 1.21 0.90 -0.7646
H 0.09 1.28 1.12 0.3595
H 2.00 1.94 -0.90 0.2518
H 0.34 1.49 -1.25 0.2108
H -2.65 -0.75 -1.15 0.2215
H -2.97 0.54 -0.28 0.2353
```

E_HOMO, eV: -9.24
Energy relative to the best compared isomer or geometry (same formula, charge and spin), kJ/mol: 216.2
M, g mol⁻¹: 118.16
Structure (SMILES): [H]/N=C(/N)S/C(N)=N\[H]
Kohn-Sham gap, eV: 9.72